Entry 1:
21
Properties=species:S:1:pos:R:3 method="wB97M-V/def2-TZVPD" e_above_lowest_kj_mol=340.82 orbital_gap_ha=0.3017 e_tot_ha=-859.3720 multiplicity=1 smiles="C=C/C(O)=C1/C=CSC1.C=O" lumo_energy_ev=0.5
C -1.014 2.022 -0.493
C -0.682 1.542 0.659
C 0.006 0.333 1.095
O -0.707 -0.191 2.125
C 1.066 -0.264 0.508
C 1.572 -1.510 0.992
C 2.679 -1.809 0.360
S 3.321 -0.674 -0.842
C 1.709 0.244 -0.779
H -1.347 3.004 -0.535
H -0.825 1.297 -1.252
H -0.977 2.158 1.613
H -0.324 -0.959 2.422
H 1.036 -2.149 1.751
H 3.345 -2.585 0.659
H 1.744 1.411 -0.720
H 1.194 0.009 -1.752
C -1.092 -2.387 -1.124
O -2.091 -1.837 -1.500
H -0.779 -3.385 -1.266
H -0.386 -1.794 -0.553

=====

Entry 2:
21
Properties=species:S:1:pos:R:3 method="wB97M-V/def2-TZVPD" e_above_lowest_kj_mol=0.00 orbital_gap_ha=0.3782 e_tot_ha=-536.5541 multiplicity=1 smiles="CC[C@@H](C)C1=CC(=O)OC1=O" lumo_energy_ev=-0.4
C -2.096 1.344 0.134
C -1.024 0.784 1.099
C 0.313 0.638 0.331
C 1.519 0.697 1.288
C 0.400 -0.616 -0.482
C 0.990 -0.648 -1.656
C 0.909 -2.071 -2.106
O 1.455 -2.487 -3.039
O 0.133 -2.790 -1.267
C -0.104 -1.967 -0.162
O -0.614 -2.371 0.783
H -2.297 2.394 0.311
H -2.983 0.721 0.184
H -1.724 1.269 -0.884
H -1.298 -0.197 1.472
H -0.829 1.459 1.925
H 0.401 1.483 -0.346
H 1.588 -0.210 1.883
H 1.374 1.534 1.967
H 2.441 0.874 0.742
H 1.444 0.161 -2.179

=====

Entry 3:
21
Properties=species:S:1:pos:R:3 method="wB97M-V/def2-TZVPD" e_above_lowest_kj_mol=145.19 orbital_gap_ha=0.3354 e_tot_ha=-536.4988 multiplicity=1 smiles="CC(=O)C1=C(O)CCCC1=O" lumo_energy_ev=0.2
C -3.044 -0.768 0.329
C -2.093 0.458 -0.157
O -2.552 1.585 -0.041
C -0.600 0.246 -0.321
C 0.337 1.346 -0.332
O -0.087 2.533 -0.418
C 1.833 1.083 -0.054
C 2.015 -0.253 0.653
C 1.477 -1.396 -0.277
C -0.057 -1.063 -0.539
O -0.804 -1.966 -0.650
H -4.059 -0.491 0.494
H -2.781 -1.188 1.331
H -3.013 -1.648 -0.321
H 0.593 3.270 -0.529
H 2.404 1.028 -0.993
H 2.356 1.903 0.479
H 3.076 -0.575 0.928
H 1.507 -0.226 1.647
H 1.538 -2.465 0.057
H 1.954 -1.413 -1.286

=====

Entry 4:
21
Properties=species:S:1:pos:R:3 method="wB97M-V/def2-TZVPD" e_above_lowest_kj_mol=97.04 orbital_gap_ha=0.3220 e_tot_ha=-1182.3809 multiplicity=1 smiles="CC(C)C(=S)Oc1cccs1" lumo_energy_ev=0.0
C -2.534 0.051 -1.023
C -2.068 -0.186 0.432
C -2.388 1.091 1.240
C -0.666 -0.679 0.467
S -0.039 -2.092 1.016
O 0.197 0.400 -0.161
C 1.584 0.113 -0.203
C 2.354 -0.574 -1.041
C 3.737 -0.584 -0.776
C 4.003 0.051 0.424
S 2.589 0.766 1.100
H -1.768 0.669 -1.591
H -2.690 -0.692 -1.755
H -3.527 0.515 -0.848
H -2.707 -1.055 0.921
H -2.070 1.045 2.270
H -1.853 1.895 0.706
H -3.464 1.237 1.279
H 1.894 -0.948 -1.960
H 4.447 -1.138 -1.304
H 4.968 0.116 0.809